Record 1
C29H26AsN4O3S2Sr | wB97M-V/def2-TZVPD

Each line ends with the Mulliken charge.
CARTESIAN COORDINATES (ANGSTROEM)
Sr 0.1296 -0.0089 0.9602  1.4182
O 2.2249 -3.7656 -3.2251  -0.6874
C 1.0692 -3.3476 -3.7636  0.4013
C 0.7351 -3.8024 -5.0414  -0.6489
C -0.4453 -3.4076 -5.6422  -0.3000
C -1.3197 -2.5479 -4.9841  -0.8212
C -0.9889 -2.0939 -3.7192  -0.5046
C 0.1946 -2.4753 -3.0915  0.2629
C 0.4830 -1.9342 -1.7285  0.7970
O -0.3234 -1.1114 -1.2029  -0.8809
N 1.6370 -2.3196 -1.2110  -1.2247
N 1.8705 -1.7507 0.0390  0.8108
C 3.1091 -1.6472 0.3443  -0.4390
C 3.6266 -1.0522 1.5677  0.7266
C 5.0173 -0.8547 1.6103  -0.7170
C 5.6574 -0.2751 2.6825  -0.7106
C 4.8781 0.1112 3.7817  -0.4341
C 3.5200 -0.0828 3.7860  -0.4813
C 2.8196 -0.6624 2.6873  0.2563
O 1.5433 -0.8066 2.7425  -1.0070
H 2.2796 -3.3201 -2.3272  0.6045
H 1.4253 -4.4722 -5.5387  0.4138
H -0.6870 -3.7749 -6.6328  0.3530
H -2.2457 -2.2400 -5.4520  0.4091
H -1.6411 -1.4239 -3.1735  0.4230
H 3.8743 -1.9769 -0.3657  0.2213
H 5.5987 -1.1750 0.7496  0.3147
H 6.7298 -0.1307 2.6800  0.3957
H 5.3553 0.5695 4.6413  0.3599
H 2.9120 0.2145 4.6320  0.3961
N -9.2230 4.7250 2.9368  -0.5590
C -8.2439 4.1749 2.6841  0.0744
C -7.0235 3.4902 2.3685  0.5575
C -6.0662 4.0991 1.5557  -0.4418
C -4.8965 3.4356 1.2482  -0.5788
C -4.6411 2.1442 1.7378  0.3684
C -5.6138 1.5508 2.5576  -0.5901
C -6.7858 2.2094 2.8688  -0.4694
C -3.4375 1.4612 1.4040  -3.4939
C -2.3959 0.8860 1.0983  2.4866
H -6.2502 5.0930 1.1688  0.4100
H -4.1531 3.9040 0.6178  0.4455
H -5.4280 0.5580 2.9442  0.4447
H -7.5276 1.7381 3.5004  0.4158
S -2.3019 -4.1522 0.6250  -0.2071
C -0.8955 -4.4714 1.5492  -0.1071
C -0.4013 -3.3115 2.0455  -0.8259
N -1.1178 -2.1875 1.7125  -0.0059
C -2.1371 -2.4849 0.9638  -0.0302
H -0.5043 -5.4680 1.6618  0.4287
H 0.4942 -3.1862 2.6356  0.3827
H -2.8093 -1.7329 0.5737  0.3030
C 2.2722 4.5563 -1.3752  -1.1148
As 2.1087 2.8008 -0.5909  0.7114
C 0.9810 1.8267 -1.8159  -0.9978
C 3.8474 1.9974 -0.7824  -0.7330
S 1.4021 2.8348 1.3732  -0.4211
H 2.6348 4.4764 -2.3993  0.3715
H 2.9592 5.1515 -0.7771  0.3615
H 1.2887 5.0219 -1.3604  0.3461
H 1.2323 2.0659 -2.8479  0.5064
H -0.0684 2.0432 -1.6216  0.3721
H 1.1610 0.7662 -1.6449  0.1128
H 4.1258 1.9859 -1.8361  0.4236
H 3.8136 0.9846 -0.3831  -0.0342
H 4.5614 2.5779 -0.2014  0.3799

Forces on the atoms, in the same order (eV/Å):
Sr -0.45 -0.13 0.40
O -0.03 -0.09 -0.20
C 0.05 -0.04 -0.01
C 0.01 0.00 -0.01
C 0.00 0.00 0.00
C 0.00 0.00 0.01
C 0.01 0.01 0.00
C -0.15 -0.06 0.06
C 0.19 0.12 -0.06
O -0.05 0.03 -0.13
N -0.01 0.04 0.13
N 0.21 0.15 -0.40
C 0.00 0.11 0.32
C 0.12 -0.02 0.01
C -0.02 -0.01 -0.01
C -0.01 -0.01 0.01
C 0.02 -0.01 -0.02
C -0.02 -0.02 0.02
C -0.06 0.00 0.13
O 0.23 0.06 -0.13
H 0.03 0.05 0.12
H 0.00 0.00 0.00
H 0.00 0.00 0.00
H 0.00 0.00 0.00
H 0.00 0.00 0.00
H -0.11 -0.14 -0.08
H 0.01 0.00 0.00
H 0.00 0.00 0.00
H -0.01 0.00 0.01
H 0.02 0.01 0.01
N 0.00 0.00 0.00
C 0.00 0.01 0.01
C 0.01 -0.01 0.00
C -0.01 0.00 0.00
C 0.00 0.00 0.00
C -0.02 0.00 -0.03
C 0.00 -0.01 0.00
C -0.01 0.01 0.00
C -0.03 -0.02 -0.06
C 0.03 0.15 0.04
H 0.00 0.00 0.00
H 0.00 0.00 0.00
H 0.00 0.00 0.00
H 0.00 0.00 0.00
S -0.03 0.03 -0.04
C 0.02 -0.02 0.04
C 0.02 0.04 -0.01
N -0.06 -0.22 -0.05
C -0.02 -0.01 0.09
H 0.00 0.00 0.01
H 0.00 -0.01 0.00
H -0.01 0.00 -0.01
C -0.01 0.04 0.06
As 0.00 0.13 -0.08
C 0.09 -0.06 0.14
C 0.00 0.05 -0.02
S 0.06 -0.04 -0.15
H 0.00 -0.01 0.00
H 0.00 -0.01 0.01
H 0.01 0.01 -0.01
H 0.04 0.01 0.01
H 0.01 0.04 0.02
H -0.09 -0.13 -0.16
H 0.04 -0.03 0.01
H -0.03 0.00 0.01
H 0.01 -0.01 0.00

Results
Net charge ... -1
Gap between HOMO and LUMO ... 6.87 eV
Relative energy (zero: lowest compared OMol25 entry of this formula, charge and spin) ... 8.5 kcal/mol

Record 2
C29H26BCsF2NOS2 | wB97M-V/def2-TZVPD

Each line ends with the Mulliken charge.
CARTESIAN COORDINATES (ANGSTROEM)
Cs 0.1548 0.1322 -0.1402  1.2575
C -2.0208 -5.4987 -1.0410  -2.2796
C -1.8780 -6.3588 0.2147  2.4242
C -0.9529 -7.5395 -0.1130  -1.7320
C -3.2691 -6.8925 0.5870  -1.7420
C -1.2967 -5.5660 1.3871  0.4052
C -1.0932 -6.2198 2.6140  -0.4114
C -0.5317 -5.5725 3.6993  -1.2361
C -0.1676 -4.2401 3.5596  1.0530
S 0.5741 -3.1744 4.6974  -0.4346
C 0.5918 -1.8846 3.4652  -0.1310
N 0.0484 -2.2400 2.3448  -0.3547
C -0.3746 -3.5535 2.3589  -1.9260
C -0.9415 -4.2315 1.2765  0.2919
C 1.1986 -0.5877 3.7807  1.0591
C 1.8269 -0.4325 5.0300  -0.5915
C 2.4494 0.7550 5.3583  -0.6446
C 2.4434 1.7898 4.4259  -0.5129
C 1.8102 1.6122 3.2031  -0.5512
C 1.1501 0.4319 2.8054  -0.0472
H -2.4551 -6.0940 -1.8475  0.5301
H -1.0575 -5.1179 -1.3853  0.4089
H -2.6758 -4.6456 -0.8578  0.2851
H -1.3540 -8.1089 -0.9561  0.4212
H -0.8496 -8.2173 0.7360  0.3667
H 0.0423 -7.1798 -0.3816  0.3926
H -3.6921 -7.4560 -0.2492  0.4397
H -3.9433 -6.0661 0.8236  0.3688
H -3.2295 -7.5537 1.4543  0.3553
H -1.3698 -7.2617 2.7195  0.3546
H -0.3778 -6.0955 4.6349  0.3735
H -1.0690 -3.6820 0.3527  0.7938
H 1.8459 -1.2435 5.7535  0.2246
H 2.9382 0.8736 6.3179  0.3579
H 2.9339 2.7299 4.6635  0.3266
H 1.8327 2.4604 2.5161  0.2677
O -2.1589 2.0034 -0.9035  -0.6682
S -3.2219 1.0372 -0.5335  0.3103
C -4.7442 1.6674 -1.2578  0.3082
C -5.9655 1.2893 -0.7240  -0.2279
C -7.1350 1.7554 -1.3070  -0.5910
C -7.0736 2.6064 -2.4029  -0.4058
C -5.8408 2.9962 -2.9106  -0.5721
C -4.6693 2.5289 -2.3364  -0.4094
C -3.0885 -0.3797 -1.6434  0.5241
C -3.9280 -1.4655 -1.4248  -0.5693
C -3.8571 -2.5504 -2.2804  -0.6447
C -2.9330 -2.5568 -3.3191  -0.4400
C -2.0842 -1.4779 -3.5107  -0.5108
C -2.1683 -0.3694 -2.6728  -0.4169
H -6.0040 0.6412 0.1443  0.4199
H -8.0945 1.4628 -0.8997  0.3716
H -7.9867 2.9723 -2.8545  0.3721
H -5.7942 3.6670 -3.7592  0.3690
H -3.6915 2.8202 -2.7038  0.4310
H -4.6344 -1.4559 -0.6026  0.2549
H -4.5106 -3.4018 -2.1315  0.4002
H -2.8624 -3.4198 -3.9693  0.3998
H -1.3254 -1.4904 -4.2798  0.4102
H -1.5117 0.4799 -2.8193  0.7172
F 2.8298 -0.7786 -3.7090  -0.3186
B 1.5140 -0.6524 -3.3292  -0.3817
F 0.7763 -0.8238 -4.5094  -0.2954

Forces on the atoms, in the same order (eV/Å):
Cs 0.38 -0.23 0.13
C 0.00 0.01 0.06
C -0.01 0.01 -0.04
C 0.00 0.02 0.01
C 0.02 0.03 0.01
C -0.01 -0.01 -0.05
C 0.06 0.05 0.10
C -0.09 -0.08 -0.08
C -0.02 0.10 0.10
S 0.08 0.07 -0.02
C -0.19 -0.35 0.08
N 0.06 0.12 -0.19
C 0.03 -0.16 0.09
C 0.00 0.10 -0.09
C 0.18 0.37 0.10
C -0.06 -0.12 -0.05
C 0.00 0.01 -0.01
C -0.03 0.00 -0.01
C -0.03 0.04 0.07
C 0.04 0.03 0.01
H 0.00 0.00 0.00
H -0.01 0.00 0.00
H 0.01 -0.01 -0.04
H 0.01 0.00 0.01
H 0.00 0.01 -0.02
H -0.01 -0.02 0.00
H 0.00 0.00 0.01
H 0.00 -0.02 0.00
H 0.00 0.01 -0.01
H 0.00 0.00 -0.01
H 0.01 -0.01 -0.01
H -0.01 -0.03 0.01
H 0.00 0.00 0.00
H 0.00 -0.01 0.01
H 0.00 0.00 -0.01
H 0.01 -0.01 0.01
O 0.17 0.10 -0.13
S -0.49 -0.09 -0.11
C -0.11 -0.04 0.12
C 0.00 -0.03 0.06
C -0.05 0.03 -0.03
C 0.04 -0.05 0.07
C -0.02 0.04 -0.05
C 0.16 0.04 -0.08
C -0.11 0.07 0.05
C -0.02 -0.02 0.02
C -0.07 -0.03 0.04
C 0.06 0.04 -0.03
C 0.01 -0.03 0.02
C -0.01 0.03 -0.08
H 0.00 0.01 -0.02
H 0.01 0.00 0.00
H 0.01 0.00 0.00
H 0.01 -0.01 0.01
H -0.06 0.01 -0.01
H 0.02 -0.03 0.01
H 0.01 0.03 0.02
H 0.01 0.01 0.00
H 0.01 0.02 -0.01
H 0.04 -0.04 0.01
F -0.08 0.02 0.12
B 0.05 -0.02 -0.30
F 0.03 0.03 0.12

Results
Net charge ... -1
Gap between HOMO and LUMO ... 5.13 eV
Relative energy (zero: lowest compared OMol25 entry of this formula, charge and spin) ... 9.7 kcal/mol

Record 3
C29H26BFeN6OS3 | wB97M-V/def2-TZVPD

Each line ends with the Mulliken charge.
CARTESIAN COORDINATES (ANGSTROEM)
Fe -0.3888 -0.8961 0.4981  0.0566
C -0.5229 -4.6421 2.9393  -1.1086
C -0.8123 -3.2794 2.8000  -0.1914
N -0.7555 -2.9119 1.5285  -0.2600
N -0.3944 -4.0096 0.8244  0.2573
C -0.2629 -5.0588 1.6482  -0.1435
B -0.1940 -3.9690 -0.7117  0.1672
N 1.1035 -3.1884 -1.0287  0.1258
C 2.2002 -3.5486 -1.7071  -0.0699
C 3.0557 -2.4653 -1.7668  -1.2434
C 2.3771 -1.4565 -1.0750  -0.2873
N 1.2068 -1.9039 -0.6378  0.3717
N -1.3805 -3.2636 -1.3880  0.0312
C -2.1090 -3.6795 -2.4375  -0.0726
C -3.0223 -2.6965 -2.7506  -1.2178
C -2.7654 -1.6868 -1.8117  -0.3303
N -1.7887 -2.0393 -0.9950  0.0892
H -0.4966 -5.2291 3.8394  0.3831
H -1.0391 -2.5404 3.5506  0.4822
H 0.0093 -6.0228 1.2530  0.4358
H -0.0980 -5.0950 -1.1348  -0.1773
H 2.2870 -4.5469 -2.1011  0.4286
H 4.0188 -2.4122 -2.2412  0.4273
H 2.6587 -0.4327 -0.8824  0.3630
H -1.9150 -4.6411 -2.8817  0.4427
H -3.7517 -2.6984 -3.5406  0.4025
H -3.2143 -0.7136 -1.7002  0.4961
O -0.7822 0.5979 -0.6430  -0.1550
C -0.5685 1.8184 -1.1870  2.9763
C -1.4213 2.8771 -0.4815  -0.5264
C -2.5574 2.6406 0.2306  -0.6075
C -3.1561 3.8299 0.7278  -0.7229
C -2.4587 4.9469 0.3757  -0.6297
S -1.0550 4.5508 -0.5106  0.0140
C 0.9068 2.2498 -1.1421  -0.7131
C 1.7203 2.6067 -2.1800  -0.4269
C 3.0373 2.9471 -1.7638  -0.7755
C 3.1821 2.8484 -0.4126  -0.6443
S 1.7508 2.3212 0.3534  0.2234
C -0.9765 1.7463 -2.6688  -0.7861
C -0.8182 0.6395 -3.4465  -0.3393
C -1.2497 0.8366 -4.7867  -0.9758
C -1.7288 2.0962 -4.9945  -0.4390
S -1.6690 3.0319 -3.5660  -0.0822
H -2.9293 1.6398 0.3899  0.4665
H -4.0597 3.8536 1.3192  0.3944
H -2.6811 5.9708 0.6236  0.4415
H 1.3830 2.6209 -3.2058  0.4990
H 3.8293 3.2475 -2.4343  0.3873
H 4.0661 3.0410 0.1729  0.4726
H -0.4197 -0.2819 -3.0472  0.5355
H -1.2130 0.0760 -5.5527  0.3971
H -2.1273 2.5109 -5.9050  0.4463
C 0.3558 0.0480 2.3031  -1.8790
C 0.9183 0.8476 3.3191  2.0161
C 2.3055 0.8581 3.6037  -0.3009
C 2.8377 1.6656 4.5918  -0.5408
C 2.0383 2.5118 5.3543  -0.5851
C 0.6705 2.5249 5.0818  -0.4954
C 0.1242 1.7248 4.0998  -0.5266
H -0.7107 0.2028 2.1101  -0.0474
H 1.0488 -0.5533 1.7001  0.3299
H 2.9620 0.2102 3.0327  0.3706
H 3.9078 1.6321 4.7715  0.3372
H 2.4623 3.1427 6.1238  0.3676
H 0.0123 3.1782 5.6451  0.3422
H -0.9425 1.7700 3.9088  0.3231

Forces on the atoms, in the same order (eV/Å):
Fe -0.08 -0.20 -0.79
C 0.01 0.05 -0.13
C -0.10 0.04 0.07
N 0.56 0.15 -0.20
N -0.36 0.10 -0.15
C 0.03 -0.06 0.02
B 0.03 -0.16 0.05
N -0.07 0.18 0.09
C -0.01 -0.09 -0.05
C -0.03 -0.01 0.01
C -0.06 0.09 0.01
N -0.13 -0.05 0.14
N -0.11 -0.02 0.21
C 0.04 -0.11 -0.05
C 0.02 0.04 0.02
C -0.06 0.14 0.06
N 0.32 -0.01 0.06
H -0.01 -0.01 0.02
H 0.01 0.01 0.02
H 0.00 -0.04 0.01
H 0.04 0.04 0.02
H 0.03 -0.02 -0.02
H 0.03 0.00 -0.01
H 0.04 0.04 0.01
H -0.02 -0.02 -0.03
H -0.02 -0.01 -0.01
H -0.03 0.03 -0.03
O -0.11 -0.32 0.18
C 0.14 0.27 -0.18
C 0.04 -0.16 0.12
C 0.01 0.00 -0.02
C 0.02 0.06 -0.10
C -0.09 -0.08 0.16
S 0.06 0.12 -0.17
C -0.06 -0.10 -0.07
C -0.02 0.00 0.02
C -0.06 0.00 0.06
C 0.07 0.01 -0.08
S -0.05 -0.04 0.12
C 0.01 -0.14 0.13
C -0.03 0.01 -0.05
C 0.00 0.10 0.06
C 0.01 -0.15 -0.08
S -0.01 0.16 0.01
H -0.01 -0.03 -0.01
H -0.03 0.00 0.01
H 0.01 0.05 0.02
H 0.01 0.00 -0.03
H 0.02 0.01 -0.02
H 0.03 -0.01 0.03
H 0.00 -0.01 0.01
H 0.00 -0.02 -0.03
H -0.03 0.03 -0.04
C 0.01 0.06 0.38
C -0.10 -0.11 -0.21
C 0.06 0.03 0.05
C 0.08 -0.02 0.01
C -0.03 -0.01 -0.03
C -0.05 -0.01 -0.02
C 0.01 0.10 0.11
H -0.07 -0.02 0.09
H 0.03 0.09 0.19
H 0.01 -0.02 -0.02
H 0.00 0.01 0.01
H 0.01 0.01 0.01
H 0.02 0.02 0.02
H -0.02 -0.01 -0.02

Results
Net charge ... -1
Gap between HOMO and LUMO (spin up / spin down) ... 5.45 / 5.57 eV
2S+1 ... 5
<S²> ... 6.0190